21
Properties=species:S:1:pos:R:3 method="wB97M-V/def2-TZVPD" homo_energy_ev=-9.309 smiles="NCC=O.CCCO" total_charge=0 gap_ha=0.353 relative_energy_kcal_mol=60.05 max_force_ha_per_bohr=0.0700
N 1.53582 -0.79112 -1.52213
C 0.55811 -1.75293 -1.04078
C 0.38473 -1.64743 0.45049
O -0.63534 -2.02340 1.02705
H 1.12848 0.13656 -1.57541
H 1.85589 -1.03435 -2.45223
H -0.42567 -1.70176 -1.53068
H 0.96092 -2.76010 -1.20784
H 1.29987 -1.39335 0.99825
C 0.69297 1.94338 0.60917
C -0.42488 1.09244 1.19360
C -1.54715 0.71046 -0.02338
O -2.40464 -0.28546 0.31371
H 1.18858 2.50806 1.40047
H 0.31695 2.65520 -0.12677
H 1.45704 1.32383 0.14514
H -0.01655 0.33058 1.85411
H -1.04995 1.67659 1.86984
H -2.09016 1.64516 -0.17837
H -0.93983 0.47943 -0.91074
H -1.84518 -1.11180 0.70650


21
Properties=species:S:1:pos:R:3 method="wB97M-V/def2-TZVPD" homo_energy_ev=-8.412 smiles="C=C/C=C/CN.O.O" total_charge=0 gap_ha=0.328 relative_energy_kcal_mol=76.13 max_force_ha_per_bohr=0.0756
C -3.27665 0.85292 -0.77163
C -2.15271 0.95521 -1.57393
C -0.83402 1.10932 -1.10810
C -0.31384 0.55486 -0.01708
C 0.86254 1.09279 0.72627
N 1.47373 0.20844 1.67833
H -4.26122 0.94670 -1.25758
H -3.18609 1.05104 0.32854
H -2.34048 1.09269 -2.61773
H -0.06398 1.39542 -1.83058
H -0.98111 -0.15846 0.53082
H 1.62889 1.52021 0.12794
H 0.34546 1.83648 1.34691
H 2.44668 -0.05647 1.41853
H 1.42191 0.52244 2.62263
O 2.98221 -1.27109 -0.87206
H 2.07504 -1.13423 -0.34047
H 3.12360 -2.20950 -0.94438
O -0.11030 -2.36009 1.19011
H 0.36440 -1.49534 1.40677
H 0.42362 -3.11120 1.38271


21
Properties=species:S:1:pos:R:3 method="wB97M-V/def2-TZVPD" homo_energy_ev=-9.966 smiles="CCCCNC=O.O" total_charge=0 gap_ha=0.390 relative_energy_kcal_mol=36.98 max_force_ha_per_bohr=0.0784
C -1.07537 -2.34297 -1.96124
C -0.30287 -2.34961 -0.61980
C -0.30040 -1.00339 0.09410
C 0.02104 0.22340 -0.77820
N 1.37528 0.66527 -0.48279
C 1.72292 1.37527 0.63328
O 0.89738 1.76726 1.39847
H -1.47515 -3.36817 -2.16451
H -1.89020 -1.66803 -1.91862
H -0.56307 -2.02899 -2.92932
H 0.69659 -2.76818 -0.97713
H -0.69323 -3.03567 0.11215
H -1.36306 -0.93332 0.36423
H 0.25943 -1.02262 1.04134
H -0.13470 0.00669 -1.81746
H -0.72558 1.08128 -0.53111
H 2.02825 0.46048 -1.33642
H 2.82478 1.56883 0.72546
O -1.72860 1.79079 1.72912
H -1.16725 1.75743 2.51899
H -1.16586 1.41280 1.06243


21
Properties=species:S:1:pos:R:3 method="wB97M-V/def2-TZVPD" homo_energy_ev=-9.276 smiles="NCCCCC=O.O" total_charge=0 gap_ha=0.373 relative_energy_kcal_mol=36.84 max_force_ha_per_bohr=0.0211
N 0.57116 2.62792 2.79830
C 0.22056 1.46209 2.00358
C 1.38859 0.81637 1.23807
C 0.96825 -0.41836 0.40017
C -0.03319 -0.12134 -0.74142
C 0.43090 -0.66979 -2.04850
O -0.22389 -1.44701 -2.69728
H 1.19163 2.41811 3.56775
H 0.92663 3.39549 2.25326
H -0.55735 1.75907 1.30208
H -0.14670 0.70936 2.70315
H 2.07773 0.41910 1.97053
H 1.86781 1.55061 0.58912
H 0.52153 -1.12510 1.09725
H 1.90561 -0.84839 0.01021
H -1.00726 -0.56389 -0.54001
H -0.18844 0.95268 -0.74943
H 1.44028 -0.38097 -2.41401
O -3.78448 -3.90296 -3.55616
H -3.56308 -3.26625 -2.86376
H -4.00632 -3.36673 -4.32290


21
Properties=species:S:1:pos:R:3 method="wB97M-V/def2-TZVPD" homo_energy_ev=-9.484 smiles="CCCC(=O)NC.O" total_charge=0 gap_ha=0.376 relative_energy_kcal_mol=20.91 max_force_ha_per_bohr=0.0375
C -2.22050 -1.58848 0.33874
C -1.76239 -0.43122 -0.56579
C -0.27601 -0.53956 -0.93563
C 0.63585 -0.55008 0.26821
O 1.19829 -1.59387 0.55553
N 1.01351 0.63012 0.82161
C 0.35394 1.92071 0.65421
H -3.09977 -1.29766 0.91338
H -1.48018 -1.82842 1.10325
H -2.35793 -2.50367 -0.23524
H -2.34409 -0.41394 -1.48190
H -2.00225 0.46573 0.00584
H -0.04727 0.30413 -1.59528
H -0.13042 -1.42396 -1.54459
H 1.70447 0.63040 1.55466
H 0.91235 2.51096 -0.07885
H 0.31306 2.47779 1.58329
H -0.64168 1.83329 0.23809
O 3.53288 0.53409 -0.17142
H 2.67236 0.76003 -0.54098
H 4.02578 0.10362 -0.88714


21
Properties=species:S:1:pos:R:3 method="wB97M-V/def2-TZVPD" homo_energy_ev=-9.744 smiles="CCC(N)=O.CCO" total_charge=0 gap_ha=0.385 relative_energy_kcal_mol=27.70 max_force_ha_per_bohr=0.0486
C -1.64376 1.30386 -2.41934
C -0.64118 0.66103 -1.48953
C -0.90785 -0.87265 -1.42383
N -0.77680 -1.45914 -0.18432
O -1.32058 -1.49437 -2.37104
H -1.12658 1.78939 -3.27026
H -2.46410 1.91353 -2.06858
H -2.19064 0.47961 -2.92502
H 0.40442 0.82273 -1.80092
H -0.68155 1.08347 -0.45204
H -0.97642 -2.43182 -0.02527
H -0.66598 -0.94652 0.67930
C 2.20342 -0.59459 1.83183
C 1.12761 0.48286 1.82955
O -0.00392 0.07304 2.60909
H 2.71927 -0.42651 0.88722
H 1.71392 -1.55502 1.62467
H 2.86418 -0.54818 2.70518
H 1.36912 1.54847 2.11563
H 0.72854 0.65632 0.81007
H 0.26888 -0.48551 3.33761


21
Properties=species:S:1:pos:R:3 method="wB97M-V/def2-TZVPD" homo_energy_ev=-9.317 smiles="CCC[C@H](N)C=O.O" total_charge=0 gap_ha=0.370 relative_energy_kcal_mol=39.02 max_force_ha_per_bohr=0.0397
C 0.69118 1.11972 -2.68294
C 0.93963 0.57506 -1.29641
C -0.33492 -0.00817 -0.64966
C -0.16290 -1.44319 -0.15749
N -1.37708 -2.20652 -0.09724
C 0.55075 -1.36134 1.21675
O -0.08786 -1.15619 2.21863
H 0.50039 0.36031 -3.45287
H -0.27287 1.62039 -2.71102
H 1.38614 1.85385 -3.08318
H 1.31553 1.37656 -0.66942
H 1.67007 -0.23633 -1.31668
H -0.76330 0.61644 0.08405
H -1.12600 -0.02989 -1.40955
H 0.54348 -1.94167 -0.82661
H -1.23395 -3.18088 0.10194
H -1.97847 -1.84570 0.63953
H 1.63980 -1.55339 1.27697
O -0.86077 2.69407 4.49255
H -0.93968 1.75147 4.32783
H -0.09918 2.99542 3.99483


21
Properties=species:S:1:pos:R:3 method="wB97M-V/def2-TZVPD" homo_energy_ev=-9.442 smiles="CCC(=O)N(C)C.O" total_charge=0 gap_ha=0.370 relative_energy_kcal_mol=30.42 max_force_ha_per_bohr=0.0337
C -0.94701 2.66767 -0.66288
C 0.18939 1.59891 -0.63645
C -0.52027 0.26312 -0.46015
O -1.28794 -0.19784 -1.28621
N -0.25639 -0.42586 0.68568
C -0.99825 -1.64207 1.00875
C 0.97904 -0.19666 1.44284
H -1.92110 2.21563 -0.48555
H -0.91711 3.37637 -1.48539
H -0.94119 3.30932 0.22770
H 0.80863 1.65090 -1.53025
H 0.75749 1.93469 0.23021
H -0.63201 -2.01219 1.96180
H -0.78788 -2.43535 0.27755
H -2.06335 -1.45405 1.05511
H 1.22155 -1.13694 1.93808
H 0.99955 0.63516 2.12954
H 1.82801 -0.03496 0.75886
O 1.67294 -3.02742 -1.90239
H 0.99859 -2.45155 -2.23188
H 1.81730 -2.63687 -1.03498